# 1
Below is a molecular structure, C28H46InNOP2 in a non-equilibrium geometry, with properties calculated with ωB97M-V with the def2-TZVPD basis set.

XYZ file:
```
79
Properties=species:S:1:pos:R:3:forces:R:3
In 0.3711 1.3545 1.3341 -0.2500 1.2247 1.0387
C 1.4980 1.6980 3.4607 0.7096 1.1873 -1.2585
C 2.5217 1.4183 2.4660 -0.7008 1.8576 0.4988
C 1.4032 3.3949 1.8308 1.2636 -1.3092 0.3654
C 0.7872 2.9037 3.0425 1.1873 -1.0654 0.0809
C 2.4832 2.4817 1.4684 -0.8157 0.0731 1.5176
C 1.2792 0.9445 4.7249 0.0654 -0.0191 0.0948
H 1.5506 -0.1127 4.6149 -0.0759 0.2121 0.1095
H 0.2391 1.0088 5.0670 0.2241 -0.0596 0.0015
H 1.9229 1.3830 5.4967 -0.1612 -0.2023 0.0708
C -0.3275 3.5634 3.7726 -0.0637 0.2793 0.1246
H -0.7698 2.9083 4.5316 0.0796 0.1744 -0.1516
H -1.1182 3.8649 3.0743 0.0741 0.0099 0.3079
H 0.0573 4.4625 4.2697 -0.2910 -0.0560 0.0361
C 1.0789 4.6614 1.1466 -0.0459 0.4164 -0.0590
H 1.5815 5.4716 1.6855 -0.1164 0.1498 -0.1946
H 0.0009 4.8410 1.1429 0.4945 0.1048 -0.0424
H 1.4242 4.6633 0.1080 -0.0780 0.0681 0.1707
C 3.4364 2.6626 0.3347 0.0511 0.1760 0.0692
H 4.2853 3.2538 0.7005 0.0071 -0.0954 -0.2992
H 2.9778 3.2012 -0.5045 0.1631 -0.1167 0.1541
H 3.8247 1.7080 -0.0339 0.0436 0.1824 0.0320
C 3.5493 0.3515 2.5495 0.2927 0.0693 0.1510
H 4.4390 0.8043 3.0050 0.0698 -0.3672 -0.0915
H 3.8321 -0.0401 1.5670 0.0268 0.0088 0.1466
H 3.2262 -0.4812 3.1798 0.1174 0.1037 -0.0810
C -1.2290 -0.1207 1.4586 -0.9096 0.0898 0.8848
C -0.1749 -0.6533 2.2600 -0.4226 -0.4491 0.7650
C 0.7419 -1.7403 1.8240 0.4655 -0.3921 0.1138
C 1.2550 -1.5616 0.3732 -0.0240 -1.1279 0.2719
C 1.4511 -0.1530 -0.0540 -0.5748 0.9400 -2.6435
C 0.4678 0.6112 -0.7510 2.3140 -1.8619 -0.5432
C -0.8839 0.0748 -1.0775 -0.8778 0.0433 -0.2338
C -1.5944 -0.6313 0.1080 -0.4498 -0.3278 -0.7664
H 0.2145 -2.7034 1.9391 0.2658 -0.0458 -0.2132
H 0.5689 -2.0525 -0.3278 0.2363 0.0509 0.0842
H 1.6094 -1.7850 2.5111 -0.4685 0.0348 -0.3149
H -1.4142 -1.7117 0.0587 -0.1554 0.1531 -0.0237
H -1.9897 0.4649 1.9916 0.1724 -0.5674 0.0704
H -0.2395 -0.4624 3.3337 -0.0672 -0.1614 -0.3072
H -2.6817 -0.4939 -0.0187 0.3195 -0.2999 -0.1343
H -1.5155 0.9123 -1.4245 0.3291 -0.3394 0.1144
H 0.8122 1.4772 -1.3296 -0.0409 -0.1643 0.3803
H -0.7793 -0.6167 -1.9273 -0.0383 0.0265 0.0988
H 2.2255 -2.0833 0.2700 -0.4461 0.1966 0.0385
H 2.4826 0.2067 -0.1187 -0.4847 0.0646 0.1868
P -0.4816 -4.2347 -2.2114 -0.3555 -0.4009 -0.2795
C -2.2791 -4.5607 -1.9084 -0.0581 0.0319 0.1478
C 0.1832 -5.9350 -1.9080 0.1246 0.0773 0.2644
P 0.8508 -3.1882 -4.7898 -0.1862 -0.2380 -0.3462
C -0.4974 -4.2675 -4.0771 0.1220 0.0364 0.0448
C 1.9860 -4.5225 -5.3980 0.1545 0.1607 0.0755
C 0.0375 -2.7439 -6.3922 0.0644 0.1551 -0.0027
H -2.8651 -3.6743 -2.1986 0.1734 -0.2803 0.0840
H -2.4377 -4.7338 -0.8330 -0.0086 0.0165 -0.3055
H -2.6425 -5.4320 -2.4716 0.0737 0.2075 0.1439
H -0.3953 -6.7044 -2.4369 0.1211 0.1904 0.0980
H 0.1577 -6.1436 -0.8270 0.0508 0.0036 -0.3465
H 1.2315 -5.9770 -2.2396 -0.2975 -0.0246 0.1172
H -0.3047 -3.6288 -6.9425 0.0512 0.1533 0.0784
H 0.7491 -2.1810 -7.0145 -0.2347 -0.1745 0.1411
H -0.8240 -2.0911 -6.1853 0.2560 -0.1791 -0.0957
H -1.4827 -3.9052 -4.4226 0.4208 -0.0980 0.1098
H -0.3472 -5.3006 -4.4396 -0.3016 0.3458 0.1087
H 2.7847 -4.0650 -6.0003 -0.2031 -0.1680 0.1759
H 1.4587 -5.2687 -6.0070 0.0913 0.1593 0.1247
H 2.4560 -5.0217 -4.5379 -0.1070 0.1127 -0.2562
O -1.0162 2.7287 0.2954 -1.4526 1.6249 0.5358
N -2.2193 3.2128 0.6856 0.5164 -1.1664 -0.8726
C -2.4539 4.5511 0.8537 0.7759 0.7602 1.7996
C -3.7048 5.0605 0.8150 -2.3910 0.8242 0.7129
C -4.8137 4.1926 0.9215 -0.6167 1.7431 -0.9584
C -4.5836 2.8766 0.8515 1.1552 -2.5419 0.1378
C -3.2383 2.3815 0.7196 -3.0049 -1.1105 -0.3219
H -1.8333 5.0970 1.5867 0.8874 -0.0222 -1.7846
H -3.9551 6.1536 0.8918 0.9525 -1.1845 0.1689
H -5.8283 4.5981 1.0290 0.5169 -0.1969 -0.1497
H -5.3828 2.1175 0.8547 0.4759 0.5533 0.1740
H -3.1898 1.2607 0.6023 0.8194 1.7601 -0.1446
```
Positions in Å, forces in eV/Å.

## Properties
Total charge: +1
Spin multiplicity: 2
HOMO level (alpha / beta) (Ha): -0.293 / -0.369
Strongest force on any atom (eV Å⁻¹): 3.22
LUMO (alpha / beta) (eV): -3.264 / -3.260


# 2
Below is a molecular structure, C28H46N3O2P2PbSbSe4 in a non-equilibrium geometry, with properties calculated with ωB97M-V with the def2-TZVPD basis set.

XYZ file:
```
87
Properties=species:S:1:pos:R:3:forces:R:3
Pb 1.2609 0.4371 1.3294 0.8501 0.9744 -0.3188
C 2.3946 -3.5107 2.6055 -0.0889 -0.0018 -0.0398
C 2.5850 -3.3475 1.1016 -0.2127 -0.0330 -0.3349
C 3.9547 -2.7469 0.8275 -0.0097 0.0617 -0.0361
P 1.1986 -2.2686 0.4491 0.0287 -1.2818 0.0547
C -0.2526 -3.5259 0.3278 0.0002 0.1292 0.0772
C -0.9177 -3.4976 -1.0489 -0.0895 0.1870 0.0912
C 0.0548 -4.9864 0.6486 0.0046 0.1783 0.1348
C 1.5266 -2.0211 -1.3167 0.0666 0.1682 0.2094
C 2.2260 -2.9558 -2.0618 -0.0296 0.1688 -0.2443
C 2.2932 -2.8887 -3.4441 0.0013 -0.2029 -0.1401
C 3.0974 -3.8749 -4.2437 -0.0122 0.1336 0.0503
C 1.5638 -1.8816 -4.0706 0.0814 -0.1001 0.1095
C 0.8730 -0.9343 -3.3515 -0.0720 0.1538 -0.1712
C 0.8664 -0.9212 -1.9371 0.1678 -0.2022 -0.1650
N 0.1702 -0.0590 -1.1601 -0.3117 -0.2500 -0.0395
C -0.3909 1.0914 -1.6036 -0.2819 0.1039 -0.2257
C 0.0180 1.8812 -2.6939 0.2367 -0.0823 0.0099
C -0.7214 2.9685 -3.1064 -0.2467 0.1515 -0.0010
C -1.8829 3.3530 -2.4445 0.0097 0.1736 -0.1037
C -2.7429 4.4778 -2.9576 0.0733 -0.1495 0.0985
C -2.1973 2.6966 -1.2567 0.0488 -0.1004 -0.1792
C -1.4721 1.6024 -0.8258 0.1193 0.0188 0.1550
P -1.5177 0.8302 0.8117 -1.5823 -0.4746 0.4699
C -2.6865 1.7459 1.9741 0.2133 -0.0340 -0.2953
C -4.1677 1.8800 1.6243 0.1608 -0.1117 0.0682
C -2.0766 3.0967 2.3299 0.0571 -0.1491 0.0816
C -2.4373 -0.7764 0.5184 0.1816 0.1634 -0.0497
C -2.8997 -1.4238 1.8190 0.1632 0.1180 -0.0911
C -3.5345 -0.7178 -0.5361 0.2250 -0.0675 0.0419
H 3.1593 -4.1668 3.0199 0.0551 -0.0624 0.0201
H 1.4117 -3.8955 2.8702 -0.0967 -0.0604 0.0716
H 2.4962 -2.5496 3.0997 0.0437 0.0176 0.0940
H 2.5244 -4.3266 0.6090 -0.0665 0.0920 0.0205
H 4.1126 -1.8768 1.4560 0.1116 0.0861 -0.0192
H 4.0750 -2.4366 -0.2086 0.0720 0.0266 -0.0538
H 4.7339 -3.4671 1.0744 0.0743 -0.1159 0.0506
H -0.9645 -3.1721 1.0812 0.0246 -0.0288 -0.0882
H -0.3025 -4.0279 -1.7735 0.0513 -0.0349 -0.0884
H -1.0590 -2.4889 -1.4254 -0.0859 0.0520 -0.0950
H -1.8924 -3.9879 -1.0014 -0.0937 -0.0687 0.0275
H 0.7582 -5.4076 -0.0656 0.1078 -0.0774 -0.0907
H -0.8711 -5.5617 0.5805 -0.0746 -0.0567 -0.0382
H 0.4485 -5.1126 1.6503 0.1026 -0.1256 0.0730
H 2.7250 -3.7714 -1.5568 0.0620 -0.1088 0.0924
H 3.3512 -4.7430 -3.6376 0.0518 -0.0898 -0.0080
H 4.0280 -3.4199 -4.5888 0.1063 -0.0756 -0.0643
H 2.5465 -4.2137 -5.1225 0.0056 -0.0587 -0.0605
H 1.5328 -1.8475 -5.1541 -0.0114 0.0132 -0.0914
H 0.2781 -0.2120 -3.8901 0.0236 0.0609 0.0005
H 0.9589 1.6666 -3.1816 -0.0420 -0.1039 -0.0625
H -0.3858 3.5436 -3.9657 -0.0178 -0.0169 -0.0047
H -2.2925 4.9293 -3.8400 -0.0001 0.0777 -0.0687
H -2.8741 5.2565 -2.2043 -0.0511 0.1097 0.0407
H -3.7353 4.1142 -3.2333 -0.0655 0.0639 -0.0385
H -3.0233 3.0706 -0.6670 -0.0588 0.0170 0.0628
H -2.6055 1.1207 2.8757 0.0039 0.0379 -0.1410
H -4.3191 2.2987 0.6338 -0.0911 0.0450 -0.0840
H -4.6458 2.5396 2.3507 -0.1126 0.0703 0.0544
H -4.6708 0.9176 1.6677 -0.0990 -0.0335 -0.0629
H -2.0730 3.7670 1.4743 0.0114 0.1436 -0.1164
H -1.0497 2.9563 2.6584 0.1349 0.1120 0.0550
H -2.6384 3.5650 3.1395 -0.0483 0.0638 0.0617
H -1.6253 -1.3837 0.1138 -0.1616 0.0905 0.0385
H -3.7748 -0.9300 2.2364 -0.1092 0.0674 0.0560
H -2.1043 -1.3882 2.5634 0.0608 -0.0951 0.1375
H -3.1645 -2.4675 1.6413 -0.0176 -0.0949 0.0195
H -4.3945 -0.1424 -0.2053 -0.1369 0.0810 0.0424
H -3.8695 -1.7284 -0.7724 -0.0902 -0.1369 -0.0667
H -3.1484 -0.2581 -1.4423 -0.0453 -0.0042 -0.1624
Se 5.0205 -1.6758 4.6372 -0.2481 0.2261 -0.0323
Sb 3.7385 0.2906 3.9575 0.1605 0.0821 -0.2901
Se 1.1433 -0.1830 3.9571 0.4519 -0.1469 0.7895
Se 4.1853 0.8355 1.4821 0.4678 -0.1028 0.8165
Se 4.1278 2.3127 5.3056 -0.1550 -0.2135 -0.1233
C -0.2565 5.7249 -0.4160 -0.1295 -0.1226 -0.1272
O 0.5555 5.5165 0.7255 0.1892 -0.0902 0.2357
C 0.8023 4.2061 1.0450 -0.1127 0.3412 0.1612
O 0.4439 3.2681 0.3799 0.0749 0.1100 -0.1774
N 1.4324 4.1620 2.2325 0.3417 0.3774 0.3850
N 1.9078 2.9430 2.7134 -0.0211 0.1278 0.1677
H -0.8835 6.5911 -0.2033 0.0170 -0.0082 -0.0349
H -0.8623 4.8394 -0.6099 0.0182 0.1186 -0.0656
H 0.3673 5.9228 -1.2894 -0.0174 -0.0115 -0.0314
H 1.7991 5.0311 2.6089 -0.1204 -0.2314 -0.1581
H 1.7116 2.8559 3.7120 0.0548 0.0359 -0.2383
H 2.9235 2.8754 2.5905 -0.2515 -0.0144 -0.0072
```
Positions in Å, forces in eV/Å.

## Properties
Total charge: -2
HOMO level (Ha): -0.041
Strongest force on any atom (eV Å⁻¹): 1.72
LUMO (eV): 3.982